{
  "formula": "C23H13ClCo2NO6",
  "method": "wB97M-V/def2-TZVPD",
  "elements": ["O", "C", "Co", "C", "O", "C", "O", "C", "C", "C", "C", "C", "C", "C", "C", "C", "Co", "C", "O", "C", "O", "C", "O", "H", "H", "H", "H", "H", "H", "H", "Cl", "C", "C", "C", "C", "N", "C", "C", "C", "C", "H", "H", "H", "H", "H", "H"],
  "coordinates": [[0.6078, 0.7059, -4.3264], [1.2043, 0.8520, -3.3451], [2.1451, 1.2172, -1.8846], [3.7080, 1.7341, -2.6280], [4.6558, 2.1887, -3.1057], [1.6377, 2.8544, -1.4142], [1.3241, 3.9147, -1.0783], [2.4714, -0.1318, -0.7210], [1.1490, 0.2395, -0.7297], [-0.1066, 0.0538, -0.2723], [-1.1744, -0.3174, -1.1816], [-2.4717, 0.2337, -1.0424], [-3.5079, -0.1818, -1.8696], [-3.2939, -1.1906, -2.8205], [-2.0104, -1.7257, -2.9880], [-0.9485, -1.2455, -2.2233], [3.2390, -1.3868, -2.1037], [3.2964, -2.7447, -1.0288], [3.2840, -3.6135, -0.2627], [4.9117, -1.0431, -2.4746], [6.0297, -0.8536, -2.7112], [2.5132, -2.0884, -3.5381], [2.0601, -2.6169, -4.4652], [3.1058, -0.1236, 0.1786], [-0.3472, 0.2022, 0.7799], [-2.6118, 1.0003, -0.2776], [-4.4941, 0.2708, -1.7626], [-4.1236, -1.5560, -3.4302], [-1.8261, -2.5277, -3.7064], [0.0659, -1.6429, -2.3532], [-0.0611, -2.8323, 4.9975], [-0.7494, -1.3379, 4.5230], [-0.0219, -0.4907, 3.6690], [-0.5897, 0.7313, 3.2935], [-1.8945, 1.0660, 3.7686], [-2.2489, 2.2798, 3.1863], [-1.2241, 2.7257, 2.3716], [-0.1876, 1.8028, 2.4198], [-2.6195, 0.2257, 4.6031], [-2.0330, -0.9889, 4.9927], [0.9621, -0.7710, 3.2970], [-3.1275, 2.7560, 3.3491], [-1.2803, 3.6652, 1.8374], [0.7591, 1.8498, 1.8945], [-3.6168, 0.5134, 4.9327], [-2.5595, -1.6723, 5.6505]],
  "forces_ev_per_angstrom": [[0.8951, 0.0675, 1.6981], [-1.1831, 0.1293, -2.5271], [0.6852, 0.7513, -4.6976], [1.4710, 0.8585, -0.3052], [-1.2011, -0.7436, 0.5505], [-0.2423, 0.7395, 1.3275], [0.2430, -1.0429, -0.6383], [1.5720, -1.0133, 3.9603], [-0.4159, -1.7584, 1.0574], [-0.0269, 0.1047, -0.2377], [-1.0458, 1.0640, -0.6818], [0.2917, -0.4766, -0.2032], [0.0503, -0.1684, 0.0557], [0.1589, -0.0102, 0.0051], [-0.1221, 0.3291, 0.0738], [-0.0671, -0.0690, 0.5579], [-0.9338, 1.4281, 0.2072], [-0.5912, -0.3173, 1.2527], [0.2334, 0.6746, -0.9443], [2.2940, 0.5020, 0.0377], [-1.1393, -0.2799, 0.1087], [-1.4541, -0.7625, -1.4104], [0.6498, 0.4982, 0.8889], [-0.1081, 0.2123, -0.3773], [0.2131, -1.1404, -0.1190], [-0.1209, -0.1929, -0.1917], [0.1596, -0.1414, -0.0542], [0.2395, 0.1251, 0.1823], [-0.0986, 0.3251, 0.1046], [-0.4510, 0.0976, 0.0940], [0.2361, -0.6097, 0.2208], [-0.1342, 1.5588, -0.7733], [-0.3046, -0.3999, 0.4972], [-0.8880, 0.3823, 0.1550], [0.4355, 0.2398, -0.6221], [-0.1744, -0.2022, 0.2849], [1.0499, -1.1879, 0.4409], [-0.4777, 0.7555, 0.1232], [0.2097, -0.5679, 0.2800], [0.0342, 0.6507, -0.3706], [-0.2374, -0.0729, 0.1223], [0.4116, -0.1816, -0.1309], [-0.0774, -0.2018, 0.0747], [-0.2684, 0.1539, 0.0054], [0.1794, -0.2035, 0.0227], [0.0503, 0.0962, -0.1047]],
  "nbo_charge": [-0.5355, 0.5191, -0.1212, 0.5275, -0.5368, 0.5650, -0.5402, -0.6038, 0.1411, -0.5128, 0.0693, -0.2456, -0.2121, -0.2555, -0.2093, -0.2404, -0.0127, 0.5396, -0.5530, 0.4382, -0.5511, 0.4340, -0.5527, 0.1972, 0.2251, 0.2009, 0.1952, 0.1989, 0.2087, 0.2242, 0.0033, -0.0786, -0.1942, -0.0819, 0.1304, -0.5356, -0.0181, -0.2989, -0.2331, -0.2367, 0.2355, 0.4087, 0.2219, 0.2449, 0.2102, 0.2208],
  "charge": -1,
  "homo_energy_ev": -3.5,
  "energy_ev": -125611.4974
}